No. 1
One molecule with the formula C10H9BrO at a distorted geometry. Source: OMol25; level of theory: wB97M-V/def2-TZVPD.

ΔE to the lowest compared entry with this formula, charge and spin: 0.000 eV
<S²>: 2.01
Multiplicity: 3
Energy: -3035.511705 hartree
Kohn-Sham gap (spin up / spin down): 7.06 / 6.58 eV
LUMO (spin up / spin down): 0.021 / -0.095 Ha

Each line ends with the Löwdin charge.
Positions of all 21 atoms, in Å:
Br1 -3.545562 0.386919 -0.001728  0.722
O1 0.340501 -2.319863 1.211847  0.064
C1 0.076661 -1.098790 -1.373514  -0.092
C2 -1.772734 -0.063881 0.490637  -0.589
C3 2.059101 1.837808 0.122059  -0.080
C4 1.055458 2.436938 0.860731  -0.109
C5 0.455541 0.091487 -0.570105  -0.197
C6 -0.170768 1.851613 0.944909  -0.037
C7 -0.535095 0.672902 0.227589  -0.240
C8 -0.679222 -2.514935 0.616774  -0.358
C9 1.705542 0.696117 -0.575674  -0.045
C10 -1.048738 -1.798805 -0.594008  -0.068
H1 0.871895 -1.702861 -1.660423  0.111
H2 3.113585 2.259207 -0.051185  0.134
H3 -0.363939 -0.726415 -2.235784  0.104
H4 2.471920 0.137271 -1.165115  0.127
H5 -0.940353 2.314545 1.557617  0.113
H6 -1.829017 -2.313696 -1.164797  0.116
H7 1.176990 3.438310 1.329354  0.118
H8 -1.710769 -0.756325 1.374934  0.085
H9 -1.476468 -3.044349 1.144667  0.120

Forces on atoms 1 to 2 (eV/Å):
Br 0.998 -0.023 0.107
O 2.568 0.149 0.886

No. 2
One molecule with the formula C10H9Cl at a distorted geometry. Source: OMol25; level of theory: wB97M-V/def2-TZVPD.

ΔE to the lowest compared entry with this formula, charge and spin: 0.000 eV
Multiplicity: 1
SMILES string: C[C@]1(Cl)C=Cc2ccccc21
Energy: -846.577925 hartree
Kohn-Sham gap: 8.95 eV
LUMO: 0.018 Ha

Each line ends with the Löwdin charge.
Positions of all 20 atoms, in Å:
Cl1 -1.392301 2.509215 -0.560909  0.610
C1 0.225008 -0.233549 -2.091519  -0.037
C2 0.025267 0.422536 0.182360  -0.235
C3 -1.059676 0.238128 -2.055932  0.013
C4 1.827590 0.401828 1.740197  -0.075
C5 2.671088 -0.075990 0.715122  -0.080
C6 0.509645 0.670919 1.474011  -0.034
C7 -2.535847 0.054577 0.204218  -0.118
C8 -1.345618 0.674510 -0.354786  -0.682
C9 2.263573 -0.244406 -0.574747  -0.034
C10 0.920681 0.004752 -0.816040  -0.188
H1 0.037615 1.130652 2.322271  0.113
H2 -2.321272 -0.688794 1.059373  0.115
H3 -3.203239 -0.445915 -0.494963  0.066
H4 -1.872999 0.217127 -2.723535  0.073
H5 0.834507 -0.417562 -2.918801  0.087
H6 2.923011 -0.689410 -1.249067  0.098
H7 2.173799 0.466178 2.742273  0.092
H8 -3.371288 0.791169 0.607047  0.115
H9 3.738801 -0.206174 0.819269  0.101

Forces on atoms 1 to 2 (eV/Å):
Cl -0.605 -0.212 0.372
C -2.354 2.444 1.097

No. 3
C10H9Cl3GeN2O6S3V as an isolated structure at a distorted geometry. Source: OMol25; level of theory: wB97M-V/def2-TZVPD.

ΔE to the lowest compared entry with this formula, charge and spin: 0.309 eV
Net charge: +1
Multiplicity: 1
Energy: -6543.388636 hartree
Kohn-Sham gap: 5.35 eV
LUMO: -0.227 Ha

Each line ends with the Löwdin charge.
Positions of all 35 atoms, in Å:
Ge1 -2.977557 -1.886080 0.642039  0.111
V1 -0.975238 -1.738142 -0.837335  0.508
Cl1 -4.824955 -2.684833 0.032662  0.311
Cl2 -1.985458 -1.504407 -2.599080  0.434
Cl3 -3.130529 -0.662723 2.379615  0.326
S1 -3.492964 0.847896 -0.875898  0.915
S2 -1.590458 2.699944 0.393846  1.053
S3 -0.866034 -3.513589 0.978448  0.461
O1 -2.245992 -3.473819 1.578292  -0.375
O2 0.686393 -1.260583 -1.108156  -0.146
O3 -1.196297 -3.499371 -0.576038  -0.400
O4 -0.339844 -2.108245 1.077829  -0.358
O5 -0.021490 -4.563261 1.362637  -0.131
O6 2.479624 2.223858 0.606742  0.094
N1 -0.958460 0.253607 -0.391502  -0.210
N2 0.340854 0.725997 -0.116815  0.078
C1 -4.231718 2.202008 0.063043  -0.461
C2 4.825682 -0.960279 -0.640146  -0.062
C3 3.192610 1.164971 0.187941  -0.243
C4 4.574815 1.248607 0.319740  0.008
C5 -3.240616 3.349552 0.000043  -0.465
C6 -1.898075 1.144898 -0.256504  -0.927
C7 5.372055 0.202881 -0.086172  -0.039
C8 1.206598 -0.135549 -0.520515  -0.300
C9 3.467191 -1.053616 -0.780655  -0.009
C10 2.628460 0.001456 -0.372470  -0.080
H1 6.445592 0.285150 0.029277  0.118
H2 5.466721 -1.773260 -0.951122  0.113
H3 -5.181614 2.447990 -0.407791  0.099
H4 4.993366 2.148928 0.750504  0.130
H5 -3.202591 3.799170 -0.990868  0.091
H6 3.021834 -1.942823 -1.204876  0.121
H7 1.528676 2.044201 0.497596  0.067
H8 -3.472147 4.118173 0.735895  0.095
H9 -4.398426 1.851278 1.079779  0.074

Forces on atoms 1 to 2 (eV/Å):
Ge -0.675 0.128 1.005
V 1.000 1.167 -0.877

No. 4
An isolated ion of composition C10H9N2 and charge +1. Source: OMol25; level of theory: wB97M-V/def2-TZVPD.

ΔE to the lowest compared entry with this formula, charge and spin: 0.000 eV
Net charge: +1
Multiplicity: 1
SMILES string: c1ccc(-c2cccc[nH+]2)nc1
Energy: -495.752471 hartree
Kohn-Sham gap: 8.98 eV
LUMO: -0.163 Ha

Each line ends with the Löwdin charge.
Positions of all 21 atoms, in Å:
N1 -0.576869 -0.582507 1.532420  0.167
N2 -1.146673 1.256566 -0.633096  0.117
C1 -1.681586 1.704324 -1.766379  -0.099
C2 -0.271445 0.253970 -0.711173  -0.252
C3 1.098685 -0.931389 3.125840  -0.007
C4 -1.367064 1.156447 -3.010776  -0.028
C5 0.095216 -0.375978 -1.896776  0.004
C6 2.035488 -0.513822 2.181987  0.022
C7 -0.475323 0.096128 -3.074898  -0.033
C8 0.292793 -0.172744 0.590070  -0.140
C9 1.624636 -0.130583 0.913502  0.039
C10 -0.216994 -0.954466 2.770542  -0.008
H1 1.382598 -1.225899 4.125132  0.130
H2 3.084109 -0.482045 2.450114  0.133
H3 0.796224 -1.200305 -1.892202  0.124
H4 -1.563150 -0.578921 1.294576  0.187
H5 2.332204 0.211853 0.172211  0.141
H6 -2.383903 2.524868 -1.687157  0.118
H7 -0.229502 -0.357044 -4.026060  0.120
H8 -1.004256 -1.260958 3.444428  0.150
H9 -1.825187 1.562504 -3.902306  0.116

Forces on atoms 1 to 2 (eV/Å):
N -0.112 0.072 0.045
N -0.171 -0.076 0.106

No. 5
An isolated ion of composition C10H9N2O2S2 and charge -1 at a distorted geometry. Source: OMol25; level of theory: wB97M-V/def2-TZVPD.

Net charge: -1
Multiplicity: 1
SMILES string: CCSCc1cc(C(=O)[O-])cc2nsnc12
Energy: -1442.456707 hartree
Kohn-Sham gap: 5.64 eV
LUMO: 0.035 Ha

Each line ends with the Löwdin charge.
Positions of all 25 atoms, in Å:
S1 0.318830 -1.820590 -3.684525  0.801
S2 0.930320 -2.386711 1.680252  0.723
O1 -1.908585 3.464133 2.000555  -0.175
O2 -2.432283 4.508964 -0.115389  -0.291
N1 -0.013214 -2.375189 -2.047992  -0.291
N2 -0.049215 -0.100343 -3.634848  -0.321
C1 -0.464737 -1.066749 -1.369668  -0.220
C2 1.856066 -0.758993 1.627686  -0.549
C3 -0.500273 0.314254 -2.251901  -0.217
C4 -1.453042 1.914027 -0.030873  -0.031
C5 -0.863799 -2.202729 1.163083  -0.482
C6 -0.953710 1.754445 -1.614043  0.045
C7 -1.421974 0.550551 0.879558  0.032
C8 2.701874 -0.483008 0.250176  -0.198
C9 -0.923816 -0.850948 0.189416  -0.168
C10 -1.945362 3.324052 0.651457  -0.436
H1 1.191862 0.193989 1.856917  0.086
H2 -1.225641 -3.130008 0.504605  0.091
H3 -1.628126 -2.107746 2.047046  0.077
H4 -0.928091 2.702405 -2.299860  0.099
H5 3.842236 -0.293200 0.547071  0.073
H6 -1.740381 0.510922 2.026856  0.123
H7 2.663080 -0.806873 2.506010  0.079
H8 2.351638 0.501540 -0.324919  0.080
H9 2.596345 -1.356194 -0.556670  0.073

Forces on atoms 1 to 2 (eV/Å):
S -1.663 3.033 3.711
S -0.131 0.223 0.149

No. 6
C10H9N2O6Pt as an isolated structure at a distorted geometry. Source: OMol25; level of theory: wB97M-V/def2-TZVPD.

Net charge: -1
Multiplicity: 1
Energy: -1066.741764 hartree
Kohn-Sham gap (spin up / spin down): 6.78 / 6.75 eV
LUMO (spin up / spin down): 0.063 / 0.062 Ha

Each line ends with the Löwdin charge.
Positions of all 28 atoms, in Å:
Pt1 -0.193026 0.262382 -1.054591  1.194
O1 -0.489491 1.627826 -3.817715  -0.112
O2 -0.693629 -2.049624 5.634084  -0.039
O3 1.528214 -1.815012 5.390942  -0.029
O4 1.800926 0.477149 -0.531581  -0.219
O5 -2.928462 -0.316760 -0.653640  -0.178
O6 3.306967 -0.114502 0.977920  0.062
N1 -0.222737 -0.426944 0.917977  -0.069
N2 -1.996184 -0.130770 -1.440288  -0.333
C1 0.141795 -1.317898 3.536666  -0.070
C2 1.224868 -0.949076 2.751186  0.062
C3 -1.903056 1.540372 -3.883767  -0.065
C4 -1.262344 -0.793949 1.670082  -0.111
C5 1.683446 1.253575 -3.173126  -0.081
C6 0.351399 -1.788128 5.041847  -0.716
C7 0.229318 1.074667 -2.840205  -0.307
C8 -1.125609 -1.241940 2.970520  0.009
C9 1.008002 -0.504407 1.458941  -0.179
C10 2.154562 -0.024474 0.591278  -0.611
H1 -2.310749 2.552883 -3.855092  0.095
H2 -1.988729 -1.521793 3.556886  0.113
H3 2.131273 1.952716 -2.466727  0.087
H4 2.231616 -0.995154 3.141333  0.128
H5 1.809068 1.632584 -4.186939  0.080
H6 -2.301252 0.942409 -3.058829  0.034
H7 -2.240873 -0.712836 1.206853  0.079
H8 2.220596 0.315781 -3.049785  0.083
H9 -2.165909 1.070923 -4.834230  0.096

Forces on atoms 1 to 2 (eV/Å):
Pt 0.726 0.366 1.286
O 1.599 -0.824 1.003

Copy entry 4 word for word.
An isolated ion of composition C10H9N2 and charge +1. Source: OMol25; level of theory: wB97M-V/def2-TZVPD.

ΔE to the lowest compared entry with this formula, charge and spin: 0.000 eV
Net charge: +1
Multiplicity: 1
SMILES string: c1ccc(-c2cccc[nH+]2)nc1
Energy: -495.752471 hartree
Kohn-Sham gap: 8.98 eV
LUMO: -0.163 Ha

Each line ends with the Löwdin charge.
Positions of all 21 atoms, in Å:
N1 -0.576869 -0.582507 1.532420  0.167
N2 -1.146673 1.256566 -0.633096  0.117
C1 -1.681586 1.704324 -1.766379  -0.099
C2 -0.271445 0.253970 -0.711173  -0.252
C3 1.098685 -0.931389 3.125840  -0.007
C4 -1.367064 1.156447 -3.010776  -0.028
C5 0.095216 -0.375978 -1.896776  0.004
C6 2.035488 -0.513822 2.181987  0.022
C7 -0.475323 0.096128 -3.074898  -0.033
C8 0.292793 -0.172744 0.590070  -0.140
C9 1.624636 -0.130583 0.913502  0.039
C10 -0.216994 -0.954466 2.770542  -0.008
H1 1.382598 -1.225899 4.125132  0.130
H2 3.084109 -0.482045 2.450114  0.133
H3 0.796224 -1.200305 -1.892202  0.124
H4 -1.563150 -0.578921 1.294576  0.187
H5 2.332204 0.211853 0.172211  0.141
H6 -2.383903 2.524868 -1.687157  0.118
H7 -0.229502 -0.357044 -4.026060  0.120
H8 -1.004256 -1.260958 3.444428  0.150
H9 -1.825187 1.562504 -3.902306  0.116

Forces on atoms 1 to 2 (eV/Å):
N -0.112 0.072 0.045
N -0.171 -0.076 0.106